{"formula": "C47H100ClNO25S7", "method": "ωB97M-V/def2-TZVPD", "homo_ev": -8.59, "species": ["C", "C", "C", "N", "C", "C", "C", "C", "C", "H", "H", "H", "H", "H", "H", "H", "H", "H", "H", "H", "H", "H", "H", "H", "H", "H", "H", "Cl", "O", "O", "O", "O", "O", "S", "O", "O", "C", "C", "C", "H", "H", "H", "H", "H", "H", "H", "H", "O", "S", "O", "O", "C", "C", "C", "H", "H", "H", "H", "H", "H", "H", "H", "O", "S", "O", "O", "C", "C", "C", "H", "H", "H", "H", "H", "H", "H", "H", "O", "S", "O", "O", "C", "C", "C", "H", "H", "H", "H", "H", "H", "H", "H", "O", "S", "O", "O", "C", "C", "C", "H", "H", "H", "H", "H", "H", "H", "H", "O", "S", "O", "O", "C", "C", "C", "H", "H", "H", "H", "H", "H", "H", "H", "O", "S", "O", "O", "C", "C", "C", "H", "H", "H", "H", "H", "H", "H", "H", "C", "C", "C", "C", "C", "C", "H", "H", "H", "H", "H", "H", "C", "C", "C", "C", "C", "C", "H", "H", "H", "H", "H", "H", "C", "C", "C", "C", "C", "C", "H", "H", "H", "H", "H", "H", "H", "H", "H", "H", "H", "H", "H", "H"], "positions_angstrom": [[7.19, 11.99, -19.96], [6.83, 12.85, -21.12], [6.19, 12.05, -22.31], [6.54, 12.63, -23.69], [5.92, 14.06, -23.80], [6.22, 11.65, -24.82], [7.07, 12.11, -25.98], [8.40, 12.68, -25.44], [8.12, 12.75, -23.98], [6.38, 11.35, -19.60], [7.46, 12.62, -19.11], [8.02, 11.30, -20.07], [7.69, 13.41, -21.50], [6.05, 13.50, -20.73], [5.10, 12.08, -22.32], [6.58, 11.03, -22.38], [4.88, 14.09, -23.48], [6.12, 14.51, -24.77], [6.44, 14.65, -23.03], [5.17, 11.80, -25.10], [6.61, 10.66, -24.60], [6.54, 12.92, -26.48], [7.38, 11.43, -26.77], [8.57, 13.64, -25.93], [9.27, 12.04, -25.61], [8.61, 13.61, -23.51], [8.59, 11.85, -23.58], [12.66, 12.29, -26.74], [13.76, 13.07, -26.16], [13.13, 11.72, -27.94], [12.29, 11.26, -25.90], [11.57, 13.16, -27.12], [2.15, 16.71, -21.89], [3.03, 15.86, -21.11], [4.31, 15.37, -21.57], [3.30, 16.59, -19.69], [3.85, 17.89, -19.79], [4.48, 18.28, -18.46], [1.95, 14.58, -20.44], [3.11, 18.62, -20.13], [4.59, 18.06, -20.57], [5.07, 19.20, -18.43], [5.29, 17.57, -18.25], [3.79, 18.37, -17.63], [2.50, 14.05, -19.66], [1.65, 13.93, -21.27], [1.11, 15.03, -19.91], [10.40, 18.17, -17.73], [10.32, 17.44, -19.02], [9.96, 16.08, -19.17], [9.45, 18.30, -20.11], [8.89, 17.59, -21.21], [7.53, 17.26, -20.75], [12.02, 17.65, -19.80], [9.47, 16.73, -21.55], [8.86, 18.29, -22.04], [7.72, 16.40, -20.11], [6.95, 16.97, -21.63], [7.09, 18.06, -20.16], [12.12, 17.55, -20.88], [12.73, 16.87, -19.52], [12.45, 18.61, -19.54], [5.60, 15.12, -29.27], [4.65, 14.03, -29.17], [4.25, 13.54, -27.84], [3.32, 14.57, -30.12], [2.05, 14.59, -29.38], [1.12, 15.17, -30.42], [5.37, 12.58, -30.16], [2.08, 15.29, -28.55], [1.69, 13.59, -29.14], [1.26, 14.63, -31.36], [1.41, 16.21, -30.59], [0.06, 15.10, -30.17], [6.31, 12.96, -30.57], [4.68, 12.34, -30.97], [5.54, 11.74, -29.49], [9.57, 9.18, -31.12], [8.86, 10.29, -30.49], [7.71, 10.89, -31.04], [8.54, 9.86, -28.91], [9.48, 9.03, -28.27], [8.81, 8.75, -26.87], [10.08, 11.66, -30.21], [10.46, 9.49, -28.14], [9.65, 8.11, -28.82], [8.86, 9.62, -26.22], [9.38, 7.97, -26.36], [7.77, 8.47, -27.03], [10.24, 12.05, -31.21], [11.03, 11.23, -29.90], [9.68, 12.40, -29.51], [7.25, 8.13, -24.21], [6.41, 6.95, -23.98], [6.83, 5.68, -24.54], [6.21, 6.84, -22.36], [5.43, 5.76, -21.86], [4.03, 6.36, -21.42], [4.72, 7.30, -24.48], [5.89, 5.44, -20.92], [5.31, 4.96, -22.59], [3.38, 5.70, -20.85], [3.59, 6.95, -22.22], [4.11, 7.10, -20.62], [4.21, 6.37, -24.22], [4.71, 7.44, -25.56], [4.31, 8.16, -23.94], [10.33, 10.60, -21.02], [10.87, 11.93, -21.17], [10.10, 13.09, -21.70], [11.51, 12.28, -19.67], [10.65, 12.05, -18.50], [11.46, 12.33, -17.28], [12.51, 11.63, -21.95], [10.29, 11.03, -18.39], [9.81, 12.74, -18.54], [10.96, 12.04, -16.35], [11.81, 13.36, -17.16], [12.42, 11.82, -17.27], [13.03, 12.58, -22.08], [12.31, 11.25, -22.95], [13.02, 10.90, -21.31], [10.49, 17.75, -24.70], [9.87, 16.46, -24.70], [8.63, 16.27, -23.94], [9.61, 15.98, -26.28], [10.44, 16.40, -27.28], [9.94, 15.93, -28.67], [11.14, 15.21, -24.11], [11.46, 16.14, -26.99], [10.53, 17.48, -27.17], [9.84, 14.85, -28.74], [10.55, 16.10, -29.56], [8.95, 16.26, -28.95], [12.18, 15.42, -24.35], [10.75, 14.29, -24.54], [10.98, 15.25, -23.03], [6.24, 6.29, -18.42], [7.43, 5.64, -18.50], [8.53, 6.34, -18.89], [8.45, 7.70, -19.29], [7.29, 8.35, -19.19], [6.14, 7.67, -18.75], [5.33, 5.75, -18.21], [7.38, 4.57, -18.40], [9.47, 5.80, -18.88], [9.29, 8.22, -19.71], [7.22, 9.34, -19.63], [5.18, 8.15, -18.68], [6.59, 17.66, -25.46], [6.28, 18.52, -24.48], [4.90, 18.66, -24.12], [3.94, 17.88, -24.69], [4.26, 17.04, -25.71], [5.61, 16.84, -26.08], [7.59, 17.67, -25.87], [7.11, 19.03, -24.01], [4.73, 19.28, -23.25], [2.87, 18.01, -24.63], [3.37, 16.59, -26.12], [5.89, 16.28, -26.95], [4.27, 14.03, -17.47], [5.02, 14.27, -16.22], [6.47, 13.85, -16.16], [7.09, 14.25, -14.80], [8.52, 14.56, -14.89], [8.97, 15.54, -15.98], [4.63, 13.05, -17.79], [4.64, 14.70, -18.25], [3.20, 14.01, -17.27], [4.83, 15.34, -16.17], [4.48, 13.87, -15.36], [6.81, 14.53, -16.93], [6.68, 12.83, -16.49], [6.61, 15.14, -14.39], [6.98, 13.52, -14.01], [8.92, 14.85, -13.92], [9.00, 13.60, -15.10], [8.73, 15.31, -17.02], [8.62, 16.57, -15.89], [10.04, 15.44, -16.15]], "mulliken_charge": [-1.393, 1.847, -1.442, 0.923, -0.400, -0.863, -0.406, 0.514, 0.407, 0.527, -0.035, 0.177, -0.428, -0.456, 0.491, 0.578, 0.380, -0.193, -0.028, 0.808, 0.072, -0.120, 0.677, -0.710, -0.029, -0.023, 0.059, 1.730, -0.761, -0.715, -0.641, -0.586, -0.653, 0.950, -0.124, -0.154, 0.353, -1.345, -0.970, 0.313, -0.175, 0.423, 0.187, 0.361, 0.133, 0.415, 0.375, -0.673, 1.130, -0.336, -0.536, -0.378, -0.057, -1.078, 0.044, 0.485, -0.114, -0.088, 0.480, 0.284, 0.362, 0.403, -0.666, 1.284, -0.613, -0.278, 0.190, -1.379, -1.015, 0.129, 0.288, 0.337, 0.314, 0.384, 0.328, 0.435, 0.292, -0.639, 1.048, -0.547, -0.199, -0.467, -0.728, -0.759, 0.293, 0.404, -0.067, 0.586, 0.210, 0.493, 0.342, -0.022, -0.381, 0.893, -0.652, -0.077, -0.323, -0.942, -1.148, 0.179, 0.458, 0.415, 0.285, 0.119, 0.465, 0.428, 0.295, -0.582, 0.770, -0.074, -0.311, 0.771, -1.524, -1.227, 0.122, -0.148, 0.356, 0.267, 0.429, 0.344, 0.449, 0.402, -0.755, 0.933, -0.155, 0.071, -0.505, -0.975, -0.580, 0.366, 0.456, -0.088, 0.440, 0.403, 0.559, -0.182, 0.120, -0.627, -0.344, -0.614, -0.464, 0.097, -0.488, 0.401, 0.411, 0.376, 0.527, 0.089, 0.545, -0.550, -0.318, -0.734, -0.575, -0.086, -0.326, 0.528, 0.487, 0.362, 0.408, 0.317, 0.466, -0.761, -1.131, 0.522, -0.965, -0.342, -0.746, 0.254, -0.011, 0.450, 0.377, 0.394, -0.264, 0.336, 0.368, 0.400, 0.391, 0.044, -0.032, 0.333, 0.373]}

---

{"formula": "C33H51NO2S8SbSi3Tc", "method": "ωB97M-V/def2-TZVPD", "total_charge": 2, "homo_ev": -13.40, "de_lowest_kcal_mol": 0.0, "species": ["Tc", "C", "Si", "C", "C", "C", "Si", "C", "C", "C", "Si", "C", "C", "C", "C", "C", "C", "C", "N", "H", "H", "H", "H", "H", "H", "H", "H", "H", "H", "H", "H", "H", "H", "H", "H", "H", "H", "H", "H", "H", "H", "H", "H", "H", "H", "H", "H", "S", "Sb", "S", "S", "S", "C", "C", "C", "S", "O", "C", "C", "C", "H", "H", "H", "H", "H", "H", "H", "H", "H", "H", "H", "H", "H", "H", "O", "C", "C", "C", "C", "C", "S", "C", "C", "C", "C", "S", "C", "C", "C", "C", "S", "H", "H", "H", "H", "H", "H", "H", "H", "H"], "positions_angstrom": [[0.14, -0.09, -0.55], [0.84, 5.20, 1.48], [0.37, 3.87, 2.71], [-1.47, 3.91, 3.02], [1.32, 4.14, 4.30], [0.88, 2.10, 2.10], [0.04, 0.62, 3.04], [0.26, 0.85, 4.89], [0.85, -0.99, 2.49], [-1.80, 0.48, 2.81], [2.75, 1.92, 1.82], [3.61, 1.26, 3.37], [3.57, 3.53, 1.37], [3.21, 0.74, 0.40], [4.60, 0.69, 0.26], [5.20, 0.21, -0.88], [4.37, -0.20, -1.91], [3.01, -0.19, -1.70], [2.42, 0.21, -0.56], [0.00, 5.88, 1.34], [1.13, 4.84, 0.49], [1.68, 5.78, 1.86], [-1.77, 4.94, 3.21], [-1.75, 3.32, 3.90], [-2.05, 3.55, 2.17], [1.11, 5.15, 4.64], [2.40, 4.08, 4.15], [1.05, 3.46, 5.11], [1.29, 0.93, 5.23], [-0.16, -0.05, 5.35], [-0.30, 1.70, 5.27], [1.79, -1.15, 3.02], [1.07, -1.08, 1.42], [0.18, -1.81, 2.76], [-2.32, 1.41, 3.07], [-2.12, -0.27, 3.54], [-2.14, 0.16, 1.84], [2.93, 1.11, 4.20], [4.36, 1.99, 3.70], [4.13, 0.32, 3.19], [3.37, 4.28, 2.12], [3.31, 3.92, 0.38], [4.65, 3.36, 1.37], [5.22, 1.09, 1.05], [6.28, 0.20, -0.99], [4.76, -0.53, -2.87], [2.34, -0.51, -2.48], [2.65, 3.49, -2.16], [0.49, 3.33, -1.73], [0.12, 0.86, -2.53], [0.09, 1.93, 0.43], [-1.30, 4.50, -2.19], [1.11, -3.05, -4.55], [2.09, -3.97, -3.84], [2.75, -3.34, -2.63], [1.81, -2.97, -1.12], [0.73, -1.91, -1.46], [0.90, -4.51, -0.87], [-0.39, -4.67, -1.67], [-1.19, -5.86, -1.14], [0.64, -3.55, -5.39], [1.62, -2.16, -4.93], [0.32, -2.70, -3.87], [2.90, -4.24, -4.52], [1.62, -4.91, -3.57], [3.21, -2.38, -2.89], [3.56, -3.96, -2.23], [0.70, -4.54, 0.20], [1.63, -5.30, -1.09], [-0.18, -4.80, -2.73], [-0.96, -3.75, -1.57], [-0.61, -6.78, -1.19], [-2.08, -6.00, -1.74], [-1.49, -5.70, -0.11], [-1.65, -0.52, -0.37], [-2.92, -0.45, -1.06], [-2.63, -0.52, -2.54], [-2.77, -1.45, -3.49], [-2.31, -1.01, -4.80], [-1.81, 0.24, -4.81], [-1.98, 0.97, -3.24], [-3.59, 0.89, -0.80], [-3.28, 1.85, 0.10], [-4.16, 2.97, 0.05], [-5.12, 2.82, -0.90], [-4.98, 1.34, -1.73], [-3.78, -1.56, -0.50], [-4.88, -1.40, 0.29], [-5.42, -2.63, 0.73], [-4.72, -3.70, 0.29], [-3.39, -3.23, -0.67], [-3.22, -2.41, -3.32], [-2.39, -1.62, -5.69], [-1.42, 0.81, -5.63], [-2.45, 1.77, 0.79], [-4.07, 3.84, 0.68], [-5.91, 3.51, -1.15], [-5.30, -0.44, 0.54], [-6.30, -2.72, 1.35], [-4.91, -4.75, 0.46]], "mulliken_charge": [0.742, -0.765, 0.521, -0.814, -1.013, 1.061, 0.201, -1.249, -0.503, -0.276, 0.219, -1.234, -1.001, 0.115, -0.843, -1.224, -1.341, -1.360, 2.166, 0.392, -0.145, 0.449, 0.559, 0.299, -0.083, 0.481, 0.313, 0.307, 0.347, 0.362, 0.350, 0.373, -0.196, 0.534, 0.243, 0.648, -0.420, 0.149, 0.478, 0.457, 0.359, 0.098, 0.412, 0.536, 0.477, 0.586, 1.376, -0.391, 0.770, -0.474, -0.961, -0.410, -0.762, -0.796, -0.374, 0.654, -0.176, -1.190, 1.472, -1.718, 0.437, 0.376, -0.173, 0.490, 0.301, -0.087, 0.623, 0.592, 0.629, -0.052, -0.864, 0.456, 0.399, 0.356, -0.127, 3.250, -1.063, 0.008, -0.813, -0.829, 0.196, -1.099, 1.095, -0.877, -0.756, -0.040, -0.948, -0.684, -0.815, -0.694, 0.168, 0.692, 0.559, 0.612, -0.601, 0.456, 0.506, 0.562, 0.468, 0.503]}

---

{"formula": "C26H32ClO4Tl", "method": "ωB97M-V/def2-TZVPD", "homo_ev": [-7.67, -7.62], "de_lowest_kcal_mol": 6.0, "species": ["O", "C", "C", "H", "H", "C", "H", "H", "C", "H", "H", "H", "C", "H", "H", "H", "Tl", "C", "C", "C", "H", "C", "C", "H", "H", "H", "H", "C", "C", "C", "H", "C", "C", "H", "H", "H", "H", "O", "C", "C", "H", "H", "C", "H", "H", "C", "H", "H", "H", "H", "Cl", "C", "C", "C", "C", "C", "C", "C", "O", "O", "H", "H", "H", "H"], "positions_angstrom": [[3.12, 0.69, 0.26], [3.33, 0.92, -1.18], [4.74, 1.46, -0.95], [2.60, 1.66, -1.56], [3.27, 0.00, -1.77], [4.30, 1.51, 0.53], [4.98, 2.41, -1.43], [5.53, 0.72, -1.10], [3.90, 2.89, 1.02], [3.32, 3.45, 0.27], [4.79, 3.47, 1.29], [3.29, 2.81, 1.93], [5.24, 0.83, 1.49], [5.53, -0.16, 1.09], [4.76, 0.73, 2.47], [6.14, 1.46, 1.62], [-0.09, 1.90, -3.38], [0.42, -2.52, 0.50], [0.04, -2.51, -0.88], [1.20, -2.20, -1.65], [-0.94, -2.72, -1.29], [2.30, -2.05, -0.75], [1.80, -2.22, 0.58], [2.39, -2.13, 1.49], [-0.24, -2.73, 1.34], [1.23, -2.09, -2.73], [3.34, -1.88, -1.02], [-2.21, 1.35, 1.37], [-1.07, 0.82, 2.06], [0.09, 1.10, 1.28], [-1.08, 0.30, 3.01], [-0.32, 1.84, 0.14], [-1.74, 1.99, 0.19], [-2.34, 2.54, -0.53], [-3.24, 1.31, 1.70], [1.10, 0.80, 1.52], [0.34, 2.28, -0.61], [2.18, 3.08, -4.00], [3.49, 3.63, -3.67], [4.02, 4.43, -4.87], [4.17, 2.79, -3.45], [3.39, 4.24, -2.76], [2.98, 4.24, -5.99], [5.00, 4.03, -5.17], [4.14, 5.49, -4.61], [1.85, 3.40, -5.39], [3.41, 3.72, -6.86], [2.58, 5.21, -6.32], [1.71, 2.44, -5.92], [0.89, 3.95, -5.40], [-6.65, -2.65, 1.05], [-5.56, -1.66, 0.18], [-6.04, -0.51, -0.47], [-5.16, 0.26, -1.24], [-3.81, -0.12, -1.39], [-3.34, -1.21, -0.66], [-4.20, -2.00, 0.11], [-2.87, 0.67, -2.27], [-3.22, 1.82, -2.62], [-1.77, 0.06, -2.57], [-7.08, -0.24, -0.37], [-5.50, 1.16, -1.75], [-2.28, -1.45, -0.68], [-3.82, -2.87, 0.65]], "nbo_charge": [-0.546, -0.056, -0.460, 0.166, 0.188, 0.265, 0.205, 0.211, -0.632, 0.208, 0.212, 0.225, -0.623, 0.216, 0.219, 0.213, 0.926, -0.050, -0.313, -0.210, 0.227, -0.138, -0.360, 0.220, 0.213, 0.211, 0.203, -0.201, -0.332, -0.050, 0.216, -0.401, -0.111, 0.240, 0.222, 0.232, 0.181, -0.602, -0.070, -0.436, 0.181, 0.190, -0.434, 0.220, 0.220, -0.088, 0.222, 0.223, 0.184, 0.186, 0.008, -0.056, -0.249, -0.183, -0.091, -0.195, -0.238, 0.750, -0.746, -0.851, 0.222, 0.236, 0.242, 0.220]}